w | Here is one molecule with the formula C4H5FN2 from OMol25. Energies are from ωB97M-V with the def2-TZVPD basis set.

Last column: Löwdin charge in e.
Element x y z (Å)
C 0.153 1.571 0.193  -0.18
C 2.194 -0.493 -0.348  -0.03
C -0.307 0.249 -0.318  -0.22
C 0.706 -0.777 0.059  -0.20
N 1.392 1.891 0.143  -0.11
N 2.471 1.475 -0.212  0.11
F 3.147 -1.238 0.191  0.05
H -0.513 2.282 0.374  0.05
H -1.391 -0.096 -0.050  0.15
H -0.269 0.372 -1.411  0.11
H 0.397 -1.711 -0.333  0.10
H 0.791 -0.853 1.233  0.16

The HOMO-LUMO gap (spin up / spin down) is 7.7 / 7.2 eV. As for the total charge: 0.

x | Here is a 2-piece molecular cluster, C4H5FN2 overall from OMol25. Energies are from ωB97M-V with the def2-TZVPD basis set.

Last column: Löwdin charge in e.
Element x y z (Å)
C -0.230 -0.700 -1.869  -0.17
C -0.825 -1.448 -0.894  -0.12
C 0.065 0.335 -0.074  -0.23
C 0.854 1.552 1.423  -0.02
N 0.341 0.419 -1.331  0.05
N -0.619 -0.762 0.277  0.06
F 0.732 0.804 2.532  -0.05
H -0.151 -0.886 -2.921  0.09
H -1.355 -2.377 -0.925  0.10
H 0.201 2.410 1.448  0.07
H 1.881 1.694 1.127  0.08
H -0.894 -1.041 1.206  0.15

The HOMO-LUMO gap is 9.7 eV. As for the total charge: 0.

y | Here is one molecule with the formula C4H5FN2 from OMol25. Energies are from ωB97M-V with the def2-TZVPD basis set.

Last column: Löwdin charge in e.
Element x y z (Å)
C -1.365 -0.488 -0.364  -0.07
N -0.438 -1.406 -0.301  0.01
C 0.913 -1.219 -0.124  -0.14
C 1.308 -0.227 0.690  -0.18
N 0.609 0.872 0.926  0.07
C -0.117 1.489 0.058  -0.23
F 0.126 1.582 -1.274  0.01
H -2.368 -0.918 0.206  0.13
H -1.529 0.360 -1.119  0.10
H 1.576 -2.022 -0.237  0.09
H 2.166 -0.228 1.266  0.09
H -0.882 2.205 0.272  0.12

The HOMO-LUMO gap is 8.6 eV. As for the total charge: 0. As for the SMILES: C=N/C=C\N=C/F.

Need the numbers? Relative energies in kcal/mol: w 92.7; x 0.0; y 36.0.

w | Here is C28H17BrClN6O9W as an isolated structure from OMol25. Energies are from ωB97M-V with the def2-TZVPD basis set.

Last column: Löwdin charge in e.
Element x y z (Å)
W 0.258 0.502 -0.076  1.80
Cl 1.071 -4.103 5.589  0.88
C 0.741 -2.936 4.421  -0.62
C 0.273 -1.651 4.838  0.01
C -0.022 -0.681 3.927  0.07
C 0.178 -0.962 2.569  -0.25
O -0.099 -0.077 1.671  -0.18
C 0.650 -2.239 2.132  -0.09
C 0.817 -2.514 0.763  0.00
N 0.651 -1.671 -0.239  -0.04
C 0.848 -2.119 -1.562  -0.19
C 1.399 -3.334 -1.940  0.06
C 1.460 -3.694 -3.289  0.01
C 0.980 -2.845 -4.258  0.06
C 0.437 -1.587 -3.904  -0.11
C -0.073 -0.668 -4.846  0.08
C -0.580 0.531 -4.415  0.03
C -0.547 0.828 -3.056  -0.05
N -0.064 -0.020 -2.152  -0.04
C 0.397 -1.230 -2.553  -0.17
C 0.917 -3.225 3.084  -0.01
H 0.152 -1.456 5.897  0.14
H -0.383 0.294 4.226  0.15
H 1.076 -3.540 0.530  0.14
H 1.793 -4.032 -1.213  0.13
H 1.886 -4.650 -3.561  0.14
H 1.022 -3.124 -5.304  0.15
H -0.055 -0.915 -5.902  0.15
H -0.985 1.257 -5.106  0.14
H -0.893 1.782 -2.690  0.12
H 1.264 -4.207 2.784  0.14
O -5.814 2.458 0.191  0.18
C -4.545 2.128 0.116  -0.27
C -3.478 3.031 0.087  0.06
C -2.204 2.549 0.003  -0.08
N -1.891 1.231 -0.058  -0.10
C -2.945 0.380 -0.023  -0.68
Br -2.570 -1.466 -0.104  0.93
C -4.249 0.759 0.061  0.00
H -5.972 3.412 0.234  0.16
H -3.644 4.100 0.131  0.15
H -1.387 3.245 -0.022  0.11
H -5.047 0.030 0.085  0.14
O 3.223 0.458 -0.192  0.26
N 2.103 0.417 -0.163  -0.14
O 0.612 2.456 -1.001  -0.11
C 0.885 3.039 0.120  -0.55
O 0.654 2.309 1.137  -0.05
C 1.395 4.389 0.194  -0.10
C 1.696 4.935 1.444  0.10
C 2.184 6.217 1.487  -0.08
C 2.384 6.977 0.349  0.14
C 2.074 6.400 -0.869  -0.08
C 1.584 5.123 -0.978  0.10
N 2.275 7.183 -2.116  -0.34
O 2.703 8.304 -1.993  0.15
O 1.987 6.626 -3.157  0.10
N 2.506 6.804 2.813  -0.34
O 2.310 6.096 3.782  0.11
O 2.863 7.956 2.823  0.15
H 1.561 4.381 2.361  0.14
H 2.771 7.986 0.405  0.15
H 1.360 4.717 -1.954  0.14

The HOMO-LUMO gap (spin up / spin down) is 4.7 / 4.7 eV. As for the total charge: +3.

x | Here is C28H17BrClN6O9W as an isolated structure from OMol25. Energies are from ωB97M-V with the def2-TZVPD basis set.

Last column: Löwdin charge in e.
Element x y z (Å)
W 0.785 -0.205 0.854  1.79
Cl 6.681 2.492 4.101  0.87
C 5.440 1.563 3.421  -0.61
C 4.941 0.444 4.129  -0.01
C 3.923 -0.313 3.613  0.06
C 3.340 0.049 2.391  -0.27
O 2.331 -0.634 1.904  -0.24
C 3.869 1.146 1.643  -0.10
C 3.418 1.376 0.314  0.03
N 2.338 0.842 -0.194  0.00
C 2.076 0.949 -1.585  -0.18
C 2.627 1.873 -2.449  0.05
C 2.313 1.847 -3.813  0.00
C 1.439 0.918 -4.312  0.05
C 0.827 -0.021 -3.448  -0.11
C -0.121 -0.969 -3.880  0.09
C -0.681 -1.837 -2.967  0.03
C -0.299 -1.758 -1.635  -0.09
N 0.594 -0.872 -1.178  -0.08
C 1.157 -0.003 -2.078  -0.15
C 4.929 1.882 2.171  0.00
H 5.369 0.191 5.090  0.14
H 3.546 -1.176 4.147  0.15
H 4.065 1.963 -0.329  0.15
H 3.293 2.649 -2.093  0.13
H 2.771 2.576 -4.468  0.14
H 1.203 0.892 -5.368  0.14
H -0.399 -1.004 -4.926  0.15
H -1.416 -2.571 -3.266  0.14
H -0.730 -2.430 -0.905  0.13
H 5.345 2.713 1.616  0.14
O -1.398 -5.478 3.600  0.18
C -0.945 -4.347 3.134  -0.27
C -1.439 -3.074 3.474  0.06
C -0.896 -1.965 2.889  -0.09
N 0.108 -2.016 1.980  -0.14
C 0.596 -3.246 1.694  -0.66
Br 2.034 -3.243 0.454  0.93
C 0.129 -4.409 2.223  0.01
H -2.123 -5.408 4.236  0.16
H -2.242 -2.962 4.190  0.14
H -1.263 -0.983 3.148  0.12
H 0.554 -5.369 1.964  0.14
O -0.265 1.853 2.595  0.24
N 0.378 0.993 2.253  -0.08
O -0.323 1.369 -0.161  -0.04
C -1.425 0.739 -0.030  -0.50
O -1.321 -0.365 0.611  -0.11
C -2.671 1.171 -0.643  -0.10
C -3.588 0.189 -1.016  0.09
C -4.720 0.566 -1.705  -0.08
C -5.004 1.892 -1.981  0.14
C -4.077 2.844 -1.591  -0.07
C -2.904 2.512 -0.947  0.10
N -4.328 4.282 -1.907  -0.34
O -5.406 4.547 -2.374  0.15
O -3.419 5.045 -1.654  0.11
N -5.619 -0.509 -2.203  -0.34
O -5.123 -1.622 -2.262  0.09
O -6.740 -0.192 -2.498  0.16
H -3.417 -0.855 -0.798  0.14
H -5.912 2.176 -2.500  0.15
H -2.204 3.291 -0.675  0.14

The HOMO-LUMO gap (spin up / spin down) is 4.6 / 4.6 eV. As for the total charge: +3.

Need the numbers? Relative energies in kcal/mol: w 0.0; x 10.4.

w | Here is an isolated ion of composition C3H5N4O and charge +1 from OMol25. Energies are from ωB97M-V with the def2-TZVPD basis set.

Last column: Löwdin charge in e.
Element x y z (Å)
C -0.637 -0.260 0.260  -0.32
C 0.683 -0.098 0.836  0.05
C -0.644 0.093 -1.198  0.00
N 1.528 0.964 -0.780  0.29
N -1.551 -0.634 1.041  0.25
N 0.569 0.905 -1.561  -0.42
N 1.235 -0.418 1.916  0.28
O 0.544 1.446 -2.643  0.10
H -0.615 -0.820 -1.808  0.16
H -1.529 0.659 -1.498  0.16
H -2.494 -0.734 0.678  0.11
H 0.702 -0.911 2.643  0.18
H 2.211 -0.192 2.114  0.18

The HOMO-LUMO gap (spin up / spin down) is 8.8 / 8.8 eV. As for the total charge: +1.

x | Here is an isolated ion of composition C3H5N4O and charge +1 from OMol25. Energies are from ωB97M-V with the def2-TZVPD basis set.

Last column: Löwdin charge in e.
Element x y z (Å)
N -0.077 -0.828 0.594  0.21
C -0.109 0.325 0.018  -0.10
N 1.035 1.278 0.792  0.13
C -0.893 0.672 -1.136  -0.23
C -1.367 -0.036 -2.242  -0.03
N -2.016 0.817 -3.014  0.12
O -1.857 1.997 -2.476  0.02
N -1.109 1.944 -1.417  0.15
H -0.657 -1.590 0.139  0.18
H 0.298 -1.075 1.520  0.17
H 0.848 2.317 0.578  0.12
H 1.318 0.961 1.741  0.09
H -1.348 -1.076 -2.663  0.16

The HOMO-LUMO gap is 9.9 eV. As for the total charge: +1. As for the SMILES: NC(=[NH2+])c1cnon1.

Need the numbers? Relative energies in kcal/mol: w 47.3; x 0.0.

w | Here is C3H9O3P as an isolated structure from OMol25. Energies are from ωB97M-V with the def2-TZVPD basis set.

Last column: Löwdin charge in e.
Element x y z (Å)
C -1.802 -1.036 -1.175  -0.13
C -0.349 2.353 0.358  -0.08
C 2.149 -1.054 -0.137  -0.30
O -1.411 -0.645 1.396  -0.14
O -0.958 1.247 -0.357  -0.26
O 1.241 -0.535 0.743  -0.36
P -0.871 -0.282 -0.032  0.72
H -1.706 -1.110 -2.227  0.00
H -2.066 -1.977 -0.796  -0.02
H 0.599 2.151 0.863  0.08
H -0.860 2.728 1.231  0.08
H -0.218 3.209 -0.304  0.09
H 1.547 -1.647 -0.983  0.09
H 2.779 -1.766 0.471  0.08
H 2.681 -0.335 -0.745  0.05
H -0.754 -1.300 1.694  0.09

The HOMO-LUMO gap (spin up / spin down) is 8.8 / 8.8 eV. As for the total charge: 0.

x | Here is a 2-piece molecular cluster, C3H9O3P overall from OMol25. Energies are from ωB97M-V with the def2-TZVPD basis set.

Last column: Löwdin charge in e.
Element x y z (Å)
C 0.761 0.400 1.776  -0.07
C -0.058 1.642 1.359  -0.31
C 0.175 -1.560 -1.684  -0.32
O -0.182 -1.929 -0.451  -0.03
O 0.033 -2.433 -2.780  0.01
O -0.227 1.699 -0.100  -0.60
P -1.431 0.866 -0.963  0.83
H 0.130 -0.440 1.596  0.03
H 1.641 0.283 1.224  0.06
H 0.929 0.513 2.887  0.10
H 0.416 2.714 1.629  0.15
H -1.001 1.731 1.845  0.07
H 0.936 -0.813 -1.892  0.10
H -0.472 -1.221 0.109  -0.01
H -0.286 -3.285 -2.489  0.09
H -1.364 1.833 -2.064  -0.12

The HOMO-LUMO gap (spin up / spin down) is 6.6 / 8.2 eV. As for the total charge: 0.

Need the numbers? Relative energies in kcal/mol: w 0.0; x 31.4.